236
Properties=species:S:1:pos:R:3:forces:R:3:mulliken_charge:R:1 method="wB97M-V/def2-TZVPD" spin_multiplicity=1 e_above_lowest_ev=4.1235 gap_ev=8.71 e_lumo_ev=0.6244 smiles=COC[C@H](C)N.COC[C@H](C)N.COC[C@H](C)N.COC[C@H](C)N.COCCNCCOC.COCCNCCOC.COCCNCCOC.COCCNCCOC.COCCNCCOC.COCCNCCOC.COCCNCCOC max_force_ev_per_a=3.7 total_energy_ha=-4255.30828
C -3.87954 -4.68435 -0.82352 -0.9 -1.2 -1.1 -0.354
C -2.50627 -5.34513 -1.08208 -1.3 -0.5 1.4 0.190
C -1.92907 -4.99654 -2.41514 0.2 0.3 -0.5 -0.568
O -2.55371 -5.63867 -3.47963 -1.2 -0.2 0.1 -0.417
C -1.81224 -5.55131 -4.65685 0.2 -0.5 -0.7 -0.720
N -1.53139 -4.92983 -0.10414 0.7 0.6 0.4 0.037
H -3.81914 -3.60613 -0.83808 0.1 0.4 0.2 -0.535
H -4.42745 -5.05036 0.07983 0.9 0.2 -0.5 0.393
H -4.54436 -4.99643 -1.68389 0.6 0.4 0.7 0.308
H -2.69887 -6.41954 -0.95774 0.1 -0.1 -0.7 0.418
H -0.88935 -5.27813 -2.48543 0.8 0.0 0.5 0.625
H -1.98204 -3.90964 -2.55564 0.1 0.2 0.1 0.004
H -1.29167 -4.56964 -4.75312 0.0 -0.8 0.1 0.270
H -2.52161 -5.63445 -5.47936 0.0 0.1 -0.1 0.281
H -1.14430 -6.45366 -4.73137 0.0 1.1 0.0 0.270
H -1.74229 -5.15247 0.85811 -0.5 0.1 0.1 -0.213
H -0.67010 -5.42464 -0.27040 0.4 -0.1 -0.2 0.206
C 0.25063 3.02038 -4.33135 1.8 -0.4 -0.6 -0.760
C 1.70346 3.51082 -4.65624 -0.7 0.2 0.3 3.001
C 2.17630 3.24084 -6.07204 -0.5 -0.8 0.3 -1.564
O 2.37026 1.85904 -6.41205 0.3 1.1 -0.2 -0.058
C 3.13204 1.78375 -7.60771 -1.1 0.7 -1.4 -0.844
N 1.60466 5.01081 -4.54971 1.8 -1.2 -1.1 -0.780
H -0.45702 3.55177 -4.96615 -0.1 -0.5 -0.4 0.485
H 0.06458 3.42329 -3.35612 -0.3 -0.3 0.9 -0.289
H 0.23192 1.90223 -4.36181 -0.5 1.0 0.0 0.364
H 2.41508 2.98819 -3.95110 -0.6 0.7 -0.4 -1.068
H 3.12516 3.70410 -6.19979 0.9 0.8 -0.1 0.294
H 1.47539 3.71181 -6.73981 -0.4 0.2 -0.5 0.332
H 3.46594 0.79582 -7.66084 0.6 -1.7 -0.2 0.260
H 4.01800 2.43245 -7.70051 -0.3 0.1 0.7 0.325
H 2.54638 1.96872 -8.58061 0.3 -0.1 1.5 0.283
H 0.99002 5.23520 -3.82109 -1.2 0.7 1.0 -0.016
H 2.49172 5.50578 -4.37962 -0.4 -0.6 -0.1 0.430
C -1.18673 0.19168 4.26853 -0.1 0.7 -0.7 -0.757
C -1.40797 -1.33375 4.45797 -1.2 1.0 -0.6 3.084
C -1.01453 -1.79788 5.85423 -1.2 0.8 -0.2 -1.753
O 0.35985 -1.60327 6.03028 0.7 0.1 0.5 -0.040
C 0.77233 -1.01430 7.23819 0.3 0.3 1.1 -0.882
N -2.88493 -1.61218 4.27694 0.9 -1.4 1.9 -0.736
H -1.78762 0.52106 3.36114 0.5 -0.2 1.2 -0.426
H -0.13694 0.53432 4.02528 -0.9 -0.8 0.4 -0.044
H -1.51642 0.76360 5.17884 0.1 -0.5 -0.9 0.473
H -0.85799 -1.86509 3.67841 0.4 -0.2 0.1 -0.780
H -1.28406 -2.83918 5.90518 0.0 -0.7 0.4 0.356
H -1.63529 -1.21369 6.59580 0.7 -0.5 -0.6 0.462
H 1.48515 -0.24572 7.09987 1.2 0.8 -1.1 0.298
H 1.31222 -1.64329 7.97817 -0.9 -0.5 -0.5 0.230
H 0.02832 -0.39364 7.73590 -0.8 -0.7 0.1 0.392
H -3.18342 -1.53552 3.33792 0.0 0.6 -1.3 -0.031
H -3.05820 -2.62614 4.46487 0.4 1.0 0.1 -0.018
C 1.14277 0.37357 -1.78786 1.0 -2.1 -1.2 -1.197
C 0.25939 0.96585 -0.79063 -1.0 1.7 1.4 2.261
C -0.35382 -0.05386 0.18857 -0.5 1.3 -1.0 -0.480
O -1.52634 -0.64194 -0.30657 0.4 0.1 -0.7 0.407
C -2.21393 -1.34052 0.68051 0.6 -2.1 -0.9 2.156
N 0.90287 1.93943 0.10173 0.1 -0.2 0.4 1.316
H 1.41855 1.01491 -2.59469 0.0 0.8 -0.5 -0.173
H 0.67974 -0.50982 -2.26632 0.1 0.2 0.2 0.479
H 2.10108 0.04853 -1.37867 0.0 -0.2 0.4 -0.356
H -0.44401 1.62500 -1.34891 -0.5 -0.9 0.5 -0.809
H -0.57719 0.49851 1.09806 0.0 0.0 0.3 -0.365
H 0.42130 -0.77371 0.37166 0.5 -0.9 0.4 0.186
H -1.65807 -2.26692 1.02100 -0.5 0.9 -0.2 -0.636
H -3.13761 -1.64617 0.21595 -0.4 -0.4 0.0 -1.039
H -2.45199 -0.71048 1.48034 -0.3 1.0 1.6 -0.824
H 1.26386 2.69975 -0.44411 0.4 0.5 -0.4 -1.081
H 1.69923 1.53392 0.58968 0.1 -0.1 -0.1 -0.018
C 0.88143 -3.75284 1.73105 -0.8 -2.3 0.7 -0.589
O -0.14913 -4.47078 2.49415 1.8 0.1 -0.4 -0.068
C 0.33555 -4.77853 3.79331 -0.9 -0.1 1.5 0.080
C -0.69587 -5.78613 4.41244 1.9 -0.1 -2.1 -1.060
N -1.96650 -5.14485 4.44807 0.4 0.8 -1.0 0.254
C -3.07254 -6.05964 4.54651 -0.7 1.7 -2.4 -0.763
C -4.29943 -5.22278 4.20011 0.9 0.6 0.4 -0.781
O -4.16556 -4.76325 2.85538 -0.1 -0.5 0.9 -0.230
C -5.10527 -3.77531 2.50584 -0.7 -1.3 -0.3 -0.182
H 0.38666 -3.50638 0.85157 -0.7 0.4 -1.8 0.119
H 1.71778 -4.44339 1.50610 -0.2 0.5 0.3 0.438
H 1.16764 -2.84435 2.18587 0.6 0.8 1.0 -0.024
H 0.32731 -3.83137 4.32817 0.0 0.2 0.5 -0.383
H 1.36710 -5.15587 3.89211 -0.3 -0.2 -0.7 0.579
H -0.44734 -6.21629 5.36747 0.5 0.2 0.5 0.446
H -0.56959 -6.63567 3.65478 -0.8 0.5 0.7 0.373
H -2.02078 -4.62028 3.53945 -0.4 -0.7 1.1 -0.179
H -3.24217 -6.38884 5.52348 0.2 -1.0 1.6 0.514
H -2.97542 -6.85101 3.79697 -0.1 -0.5 0.3 0.383
H -4.26079 -4.35705 4.91975 -0.4 -0.5 -0.6 0.322
H -5.18657 -5.81853 4.37102 -0.6 0.0 -0.2 0.470
H -5.07009 -3.77678 1.42987 0.0 0.7 -0.4 -0.170
H -4.87705 -2.83693 2.96102 0.1 0.9 0.2 0.028
H -6.13757 -4.07016 2.76740 0.3 0.0 0.2 0.462
C 4.69196 -2.88723 8.06796 -1.2 0.4 1.6 -0.797
O 4.44374 -1.96987 7.02233 0.3 -0.5 1.4 -0.321
C 3.97014 -2.60080 5.86887 0.3 0.2 -0.8 -0.363
C 3.90675 -1.46817 4.87610 -1.5 -0.3 -0.1 -0.556
N 2.95103 -1.68160 3.77726 0.2 -0.5 0.9 -0.043
C 2.89959 -0.45765 3.07308 1.0 2.1 -0.9 1.028
C 3.96853 -0.53606 1.97218 -0.1 1.3 0.9 -1.063
O 4.02038 0.71656 1.23867 -0.3 -1.8 1.0 0.081
C 4.97697 0.61036 0.22874 -1.0 -0.3 -0.8 -0.452
H 5.39701 -3.66082 7.84257 0.4 -0.6 -0.7 0.327
H 3.73098 -3.34772 8.42736 0.7 0.1 -0.5 0.277
H 5.10125 -2.39423 8.97391 -0.2 0.3 -0.8 0.263
H 2.98254 -3.08512 5.95331 0.1 0.2 0.4 0.233
H 4.69675 -3.36164 5.55604 -0.1 -0.1 -0.1 0.470
H 4.86069 -1.24215 4.46655 0.9 -0.1 -0.4 0.345
H 3.59866 -0.55388 5.37898 0.0 0.1 0.6 0.218
H 2.01843 -1.79864 4.14278 -0.1 -0.5 0.7 -0.228
H 3.06405 0.46669 3.74284 0.0 -1.1 -0.9 0.332
H 1.93285 -0.28979 2.64602 -0.7 -0.1 -0.6 -0.548
H 3.75179 -1.38609 1.33193 -0.1 0.0 -0.4 0.266
H 4.93728 -0.75643 2.49002 -0.4 0.4 -0.7 0.238
H 5.04913 1.58781 -0.16869 0.2 1.0 -0.8 -0.577
H 4.71323 -0.11185 -0.57151 -0.1 0.3 0.3 0.145
H 5.91391 0.33679 0.62405 1.4 -0.4 0.6 0.582
C -1.85444 6.29597 -2.57466 -0.3 -0.1 0.2 -0.542
O -0.46067 6.03625 -2.37072 -0.5 0.3 0.3 -0.493
C -0.17295 5.31458 -1.17030 -0.3 0.8 0.0 0.059
C 1.28089 5.36568 -0.80599 0.3 0.9 -0.3 -1.042
N 2.07121 4.38757 -1.44412 1.5 -1.5 -3.1 0.245
C 3.52984 4.55504 -1.19404 -1.9 -0.1 1.5 -0.404
C 4.36832 3.78088 -2.11367 1.6 0.2 -0.6 -0.519
O 4.64624 4.67907 -3.22564 0.3 -1.6 0.6 -0.435
C 5.38833 3.97715 -4.23750 -0.9 0.5 0.4 -0.623
H -2.49264 5.34920 -2.57129 0.8 1.0 0.1 0.054
H -1.93613 6.77250 -3.56370 0.0 -0.3 0.3 0.297
H -2.24947 7.03370 -1.81653 0.4 -0.9 -0.5 0.282
H -0.55033 4.32031 -1.35009 0.1 -0.8 0.4 -0.409
H -0.63164 5.71646 -0.25809 -0.8 0.3 -0.5 0.657
H 1.32236 5.20383 0.24891 0.1 -0.2 1.0 0.347
H 1.74914 6.36034 -0.95856 -0.7 0.2 0.0 0.599
H 1.96259 4.43152 -2.51052 0.1 0.1 2.2 -0.371
H 3.70661 4.26895 -0.14298 0.0 0.1 -0.3 -0.265
H 3.79368 5.59883 -1.32593 0.3 0.4 0.2 0.411
H 4.00410 2.80313 -2.39280 -1.2 -0.1 -0.8 0.160
H 5.27466 3.37008 -1.63781 0.5 1.1 0.1 0.732
H 5.02136 4.46352 -5.17524 1.0 -0.7 0.4 0.202
H 5.04737 2.93444 -4.14670 0.4 0.1 -0.8 0.220
H 6.48317 4.03000 -4.03894 -0.7 0.1 -0.4 0.302
C -2.96800 2.61227 1.47939 1.9 -0.7 1.2 1.197
O -3.57713 3.21323 0.38622 -1.4 0.3 -1.1 -0.590
C -3.66900 2.40532 -0.79664 0.8 -0.2 -0.9 2.213
C -5.09043 2.22807 -1.24950 -1.0 -0.9 2.1 -1.512
N -5.94454 1.53532 -0.22846 0.0 1.2 -0.6 -0.393
C -5.70972 0.10150 -0.07528 -0.2 1.6 -0.5 0.821
C -6.25712 -0.33416 1.21942 1.0 -1.4 1.5 -1.252
O -5.30458 0.11782 2.19333 0.7 0.1 0.2 0.449
C -5.85012 0.19925 3.48628 -2.1 -0.5 -0.7 -0.992
H -3.25315 3.10943 2.47133 0.6 0.1 -1.6 0.245
H -1.82544 2.68006 1.22197 -1.7 -0.5 1.3 -0.640
H -3.28771 1.55212 1.73246 0.3 0.8 -1.0 -0.492
H -3.12853 1.45228 -0.61592 -0.2 0.5 -0.3 -0.694
H -3.31957 2.90563 -1.76083 0.9 -0.1 1.5 -0.712
H -5.13804 1.70173 -2.21221 0.0 0.1 0.2 0.180
H -5.42772 3.25644 -1.33811 -0.6 0.1 -0.3 0.533
H -5.95909 2.09137 0.65126 0.4 -1.0 -0.9 0.314
H -4.66274 -0.15661 -0.08926 0.7 -0.1 0.1 -0.379
H -6.13778 -0.40823 -0.91889 -0.6 -0.3 -0.3 0.122
H -6.25755 -1.45682 1.29235 -0.4 0.8 -0.1 0.129
H -7.22139 0.08458 1.48811 -0.4 0.0 -0.3 0.549
H -5.16459 0.45611 4.26095 1.1 -0.4 0.2 0.130
H -6.40744 -0.76797 3.68339 0.6 1.0 0.3 0.322
H -6.57059 1.03290 3.48543 -0.3 -0.3 0.1 0.379
C -4.52129 3.09521 -7.43925 1.2 -0.5 -1.0 -0.832
O -3.90313 2.12773 -6.58469 -0.6 2.0 0.8 -0.334
C -3.71189 2.63627 -5.23027 0.4 0.2 -0.8 -0.854
C -3.06283 1.48562 -4.55041 1.1 -0.7 1.5 0.156
N -4.02282 0.43540 -4.19332 -0.2 -0.1 0.3 -0.062
C -3.56494 -0.80146 -3.54638 0.6 0.2 0.8 -0.442
C -4.72358 -1.73553 -3.24656 -2.0 -0.5 0.8 0.656
O -5.54151 -2.00906 -4.40059 1.8 0.3 -0.9 -0.457
C -6.61365 -2.83853 -4.15735 -1.0 -0.5 2.1 -0.572
H -3.91326 3.99802 -7.63650 0.2 -0.4 0.4 0.289
H -5.47641 3.46794 -7.12491 -0.7 -0.2 0.5 0.333
H -4.59445 2.58700 -8.40775 -0.3 0.2 0.2 0.270
H -4.64894 2.81083 -4.71070 -0.5 0.3 -0.3 0.483
H -3.08911 3.60207 -5.18076 -0.7 -1.4 -0.4 0.298
H -2.55267 1.83005 -3.62584 -0.3 -0.2 -0.3 -0.280
H -2.27973 1.14430 -5.22667 0.3 -0.3 -0.1 0.519
H -4.52267 0.15662 -5.01597 -0.3 0.0 -0.5 0.341
H -3.10513 -0.56136 -2.53962 -0.3 -0.2 -1.0 -0.068
H -2.81169 -1.35893 -4.12336 0.1 0.2 -0.1 0.575
H -5.42272 -1.22956 -2.53669 0.6 -0.1 -0.2 -0.316
H -4.47050 -2.72160 -2.73531 0.3 1.2 -0.8 -0.176
H -7.35264 -2.26178 -3.53324 0.2 -0.6 -0.5 0.244
H -6.32874 -3.73780 -3.53955 -0.1 0.6 -0.5 0.137
H -7.10898 -3.22621 -5.05018 0.4 0.5 -0.2 0.302
C 7.74547 -4.13415 -3.92214 -1.8 0.0 0.9 -0.615
O 7.62294 -2.83349 -3.29390 0.5 -1.1 -0.1 -0.425
C 7.22961 -2.83420 -1.91474 2.2 0.6 0.1 -0.593
C 5.72970 -2.79218 -1.77386 0.4 0.5 0.6 -0.055
N 5.12236 -1.95969 -2.79140 1.5 0.2 1.3 -0.093
C 3.81724 -2.40242 -3.13373 0.0 -0.2 -1.9 0.047
C 3.53665 -1.74807 -4.47781 -0.2 -0.2 -0.2 -0.631
O 2.27344 -2.15054 -4.95408 0.6 -1.2 0.1 -0.284
C 1.92114 -1.53049 -6.16553 -0.1 0.9 1.2 -0.592
H 7.84642 -3.92755 -4.97417 0.3 0.0 -0.4 0.252
H 6.73929 -4.70427 -3.82214 1.7 0.6 0.1 0.241
H 8.61740 -4.72221 -3.55392 -0.7 0.4 0.0 0.286
H 7.78800 -1.91924 -1.48617 -1.2 -1.2 -0.5 0.242
H 7.66326 -3.71514 -1.37003 -0.4 0.6 -0.5 0.390
H 5.58384 -2.41506 -0.75514 -0.5 0.0 0.0 -0.241
H 5.32974 -3.80148 -1.79290 -0.2 -0.4 -0.1 0.355
H 5.80652 -1.89222 -3.55180 -0.8 -0.2 0.0 0.355
H 3.07307 -1.99434 -2.47005 -0.3 -0.4 0.7 -0.213
H 3.80390 -3.52781 -3.24552 -0.5 0.9 0.2 0.325
H 4.38064 -2.03622 -5.14276 -0.5 0.1 -0.2 0.408
H 3.56346 -0.65500 -4.37373 0.0 0.0 0.1 0.259
H 1.04754 -1.99224 -6.57382 -0.5 -0.5 -0.2 0.308
H 2.72410 -1.51668 -6.87917 0.5 -0.2 -0.5 0.284
H 1.68319 -0.51929 -5.86265 -0.2 0.7 -0.7 0.113
C -0.73308 4.64688 6.89698 -0.8 -1.8 -0.6 -0.679
O -0.21153 4.75104 5.60191 -0.2 1.3 -1.4 -0.332
C -1.04301 4.38294 4.47985 0.9 -1.1 -0.7 0.083
C -0.44634 5.00533 3.14178 -0.1 -0.7 0.7 -0.413
N 1.00867 5.00580 3.03712 0.2 -0.9 -0.6 -0.259
C 1.64185 3.68083 2.97564 -0.6 -1.0 0.3 0.362
C 3.14753 3.61811 2.82344 -0.2 -0.2 1.0 -1.081
O 3.82718 3.60987 4.07123 1.1 1.0 0.9 -0.428
C 5.20289 4.07023 3.95369 -0.9 -2.1 1.4 -0.887
H 0.02776 5.05719 7.57789 -0.7 0.1 -0.1 0.235
H -0.89764 3.55873 7.12867 0.4 0.6 0.1 0.179
H -1.76146 5.04217 6.91415 0.5 0.6 0.5 0.313
H -2.12403 4.67296 4.46897 0.7 -0.1 0.8 0.574
H -0.93889 3.27825 4.47443 -0.6 0.3 -0.4 -0.398
H -0.81068 6.00811 3.13768 0.2 1.1 0.1 0.630
H -0.93562 4.61299 2.20259 0.6 -0.4 1.1 -0.307
H 1.45194 5.55778 3.74070 -0.1 0.4 0.6 0.403
H 1.25228 3.18051 2.07192 -0.1 0.2 0.4 -0.251
H 1.43058 2.96512 3.85879 0.0 1.1 -0.9 0.293
H 3.58415 4.42508 2.28131 -0.1 0.7 -1.1 1.165
H 3.36918 2.65874 2.39434 0.1 -0.4 -0.9 -0.017
H 5.41473 4.95546 4.54957 -0.2 0.1 -0.2 0.251
H 5.48657 4.10271 2.94714 0.2 1.0 -1.7 0.380
H 5.87151 3.25254 4.26184 -0.2 0.1 0.7 0.320